Molecular formula: C5H6O2
Method: DFT, ωB97M-V/def2-TZVPD

```
13
Properties=species:S:1:pos:R:3:mulliken_charge:R:1
O 2.0899 -1.0299 0.4482 -0.5454
C 1.3787 0.1099 0.0472 -0.5179
C -0.1533 -0.1309 -0.0962 0.3048
C -0.7692 -0.7420 1.1217 0.0848
O -0.1403 -1.1639 2.0744 -0.5423
C -0.9437 0.8591 -0.7887 -0.7833
C -1.6261 1.3719 -1.6447 -0.0054
H 1.7156 -1.2918 1.3048 0.3521
H 1.5607 0.9456 0.7549 0.2774
H 1.7804 0.4247 -0.9165 0.3453
H -0.7597 -0.5070 -1.1613 0.2100
H -1.8702 -0.8107 1.1025 0.3596
H -2.2628 1.9650 -2.2463 0.4601
```

Results
Electronic energy (Ha): -344.4412
LUMO level (eV): 0.54
HOMO-LUMO gap (Ha): 0.3682
HOMO (eV): -9.48
Energy above the lowest of the compared OMol25 structures with the same formula, charge and spin (eV): 4.374

Molecular formula: C5H6O2
Method: DFT, ωB97M-V/def2-TZVPD

```
13
Properties=species:S:1:pos:R:3:mulliken_charge:R:1
C -1.3835 -1.2480 0.0010 -1.0216
C -0.5497 -0.2298 0.7230 0.5850
O 1.1253 -0.7855 0.1480 -0.4210
C 1.8748 0.0484 -0.4196 0.5018
O 2.9711 0.0580 -0.9072 -0.5043
C -0.6447 1.1162 0.3966 -0.5055
C 0.1308 1.9224 -0.1792 -0.4490
H -1.4563 -1.0017 -1.0610 0.3104
H -2.3896 -1.2583 0.4300 0.3399
H -0.9384 -2.2380 0.1179 0.3317
H -0.3397 -0.4509 1.7684 0.2453
H 1.2623 1.1582 -0.4670 0.1554
H 0.3375 2.9090 -0.5510 0.4320
```

Results
Electronic energy (Ha): -344.4522
LUMO level (eV): -0.09
HOMO-LUMO gap (Ha): 0.3326
HOMO (eV): -9.15
Energy above the lowest of the compared OMol25 structures with the same formula, charge and spin (eV): 4.074

Molecular formula: C5H6O2
Method: DFT, ωB97M-V/def2-TZVPD

```
13
Properties=species:S:1:pos:R:3:mulliken_charge:R:1
O -0.7603 1.6012 1.9238 -0.4622
C -0.5027 0.5386 1.4269 -0.2120
C -0.3515 0.1204 -0.0039 0.7793
C -1.0471 -1.1637 -0.3275 -0.1040
O -1.0732 -1.6661 -1.4280 -0.4890
C 1.1741 0.0629 -0.0995 -0.6821
C 0.3799 0.7071 -1.1843 -0.5396
H -0.1507 -0.3368 2.0332 0.2836
H -1.5736 -1.6475 0.5194 0.3449
H 1.5787 -0.9345 0.0003 0.2917
H 1.6526 0.7928 0.5513 0.2810
H 0.1680 0.1485 -2.0942 0.2683
H 0.5058 1.7769 -1.3176 0.2399
```

Results
Electronic energy (Ha): -344.5220
LUMO level (eV): 0.68
SMILES: O=CC1(C=O)CC1
HOMO-LUMO gap (Ha): 0.3948
HOMO (eV): -10.07
Energy above the lowest of the compared OMol25 structures with the same formula, charge and spin (eV): 2.174

Molecular formula: C5H6O2
Method: DFT, ωB97M-V/def2-TZVPD

```
13
Properties=species:S:1:pos:R:3:mulliken_charge:R:1
C 0.4203 0.1332 -2.4140 -0.3747
C -0.0450 -0.0847 -1.3182 -0.6687
C 0.5087 -0.3003 -0.0442 0.8837
C 1.1492 0.7666 0.7687 -1.1267
O -0.6766 -0.4460 0.9504 -0.1659
C -1.8783 -0.6523 1.0118 0.1771
O -2.5569 -1.3537 1.6611 -0.4719
H 0.4778 0.3448 -3.4536 0.4002
H 0.8715 -1.3220 0.0794 0.2266
H 0.6204 1.7225 0.7011 0.3177
H 2.1489 0.8764 0.3604 0.3827
H 1.2297 0.4935 1.8304 0.3634
H -2.2699 -0.1781 -0.1333 0.0564
```

Results
Electronic energy (Ha): -344.4244
LUMO level (eV): 0.12
SMILES: C#C[C@@H](C)OC=O
HOMO-LUMO gap (Ha): 0.3515
HOMO (eV): -9.44
Energy above the lowest of the compared OMol25 structures with the same formula, charge and spin (eV): 4.831

Molecular formula: C5H6O2
Method: DFT, ωB97M-V/def2-TZVPD

```
13
Properties=species:S:1:pos:R:3:mulliken_charge:R:1
C 0.7415 -0.9567 -1.4188 -0.4324
C -0.7857 -0.4097 -0.0414 0.0094
C -1.1854 0.8691 0.8454 -0.4636
C -0.1061 1.0753 1.5051 -0.1168
C 0.5757 -0.0945 -0.2572 0.2216
H 1.5418 -0.5109 -2.0162 0.2878
H 1.2983 -2.1155 -1.2294 0.1970
H -1.1126 -1.2737 0.3751 0.3677
H -2.0863 1.5802 0.9303 0.2841
H -0.0278 1.6070 2.5811 0.2802
H 0.7597 0.7023 -0.9520 0.1861
O -0.6205 -0.7291 -1.6098 -0.3912
O 1.1439 0.3677 1.1739 -0.4300
```

Results
Electronic energy (Ha): -344.3457
LUMO level (eV): 0.90
HOMO-LUMO gap (Ha): 0.3855
HOMO (eV): -9.59
Energy above the lowest of the compared OMol25 structures with the same formula, charge and spin (eV): 6.972

Molecular formula: C5H6O2
Method: DFT, ωB97M-V/def2-TZVPD

```
13
Properties=species:S:1:pos:R:3:mulliken_charge:R:1
C -1.7797 -0.2748 -0.3296 -1.3275
C -0.5080 -0.0256 0.4578 0.6497
C 0.4201 1.0568 -0.0335 -0.5171
C 1.6725 0.6359 0.0530 -0.2900
C 1.6359 -0.8322 0.2125 0.4038
O 2.5132 -1.6273 0.0192 -0.5505
O 0.3403 -1.1899 0.4627 -0.3398
H -2.1918 -1.2495 -0.0614 0.3466
H -2.5276 0.4837 -0.0771 0.3452
H -1.6062 -0.2545 -1.4075 0.3418
H -0.7774 0.1585 1.5095 0.1873
H 0.2441 1.9076 -0.6577 0.3621
H 2.5647 1.2116 -0.1479 0.3884
```

Results
Electronic energy (Ha): -344.5842
LUMO level (eV): 0.44
SMILES: C[C@@H]1C=CC(=O)O1
HOMO-LUMO gap (Ha): 0.3966
HOMO (eV): -10.35
Energy above the lowest of the compared OMol25 structures with the same formula, charge and spin (eV): 0.482

Molecular formula: C5H6O2
Method: DFT, ωB97M-V/def2-TZVPD

```
13
Properties=species:S:1:pos:R:3:mulliken_charge:R:1
O 2.6995 1.3153 -0.3435 -0.5150
C 2.3038 -0.0341 -0.3321 -0.5224
C 0.8403 -0.1971 -0.3989 0.5578
C -0.3387 -0.3469 -0.5744 -0.5000
C -1.7617 -0.5204 -0.4419 0.1372
C -2.1983 -0.0354 0.8503 -0.5343
O -2.6828 0.5156 -0.5645 -0.4384
H 2.1983 1.7506 0.3502 0.3133
H 2.6836 -0.5492 0.5544 0.2819
H 2.7419 -0.4890 -1.2152 0.2794
H -2.2051 -1.4550 -0.7687 0.3999
H -1.6944 0.8115 1.2937 0.3004
H -2.5862 -0.7658 1.5905 0.2401
```

Results
Electronic energy (Ha): -344.4388
LUMO level (eV): 0.71
SMILES: OCC#C[C@H]1CO1
HOMO-LUMO gap (Ha): 0.3777
HOMO (eV): -9.57
Energy above the lowest of the compared OMol25 structures with the same formula, charge and spin (eV): 4.440

Molecular formula: C5H6O2
Method: DFT, ωB97M-V/def2-TZVPD

```
13
Properties=species:S:1:pos:R:3:mulliken_charge:R:1
O -3.4935 0.5107 -0.6080 -0.4531
C -2.4507 -0.0892 -0.6599 -0.0126
C -1.6809 -0.5338 0.5771 -0.5802
C -0.2382 -0.3565 0.4095 -0.1001
C 0.9427 -0.2001 0.2215 0.4875
C 2.3762 0.0649 0.0144 -0.6262
O 2.6203 1.2606 -0.6960 -0.5195
H -1.9855 -0.3734 -1.6262 0.3501
H -2.0708 0.0135 1.4411 0.2681
H -1.9012 -1.5998 0.7330 0.3130
H 2.8785 0.0650 0.9932 0.2718
H 2.8266 -0.7376 -0.5777 0.2836
H 2.1766 1.9755 -0.2221 0.3173
```

Results
Electronic energy (Ha): -344.5148
LUMO level (eV): 0.74
SMILES: O=CCC#CCO
HOMO-LUMO gap (Ha): 0.3917
HOMO (eV): -9.92
Energy above the lowest of the compared OMol25 structures with the same formula, charge and spin (eV): 2.371

Molecular formula: C5H6O2
Method: DFT, ωB97M-V/def2-TZVPD

```
13
Properties=species:S:1:pos:R:3:mulliken_charge:R:1
C 0.4693 -0.2045 -1.6610 -1.3928
C 0.1886 0.1504 -0.2351 1.0381
C 0.8159 -0.3700 0.9993 -0.6533
C -0.7021 -0.4223 0.8317 -0.3666
C -1.2060 0.9861 0.9506 0.4657
O -2.0675 1.5777 1.5226 -0.5480
O -0.2961 1.4967 0.0447 -0.3947
H 1.5195 -0.0218 -1.9079 0.3029
H -0.1541 0.4055 -2.3196 0.3634
H 0.2469 -1.2588 -1.8516 0.3292
H 1.2645 0.3210 1.7085 0.2391
H 1.3059 -1.3376 0.9162 0.2701
H -1.2833 -1.3342 0.8833 0.3470
```

Results
Electronic energy (Ha): -344.5524
LUMO level (eV): 0.81
HOMO-LUMO gap (Ha): 0.4092
HOMO (eV): -10.33
Energy above the lowest of the compared OMol25 structures with the same formula, charge and spin (eV): 1.347

Molecular formula: C5H6O2S2
Method: DFT, ωB97M-V/def2-TZVPD

```
15
Properties=species:S:1:pos:R:3:mulliken_charge:R:1
C 2.1420 1.0663 0.5565 -0.5008
C 0.7144 1.0186 0.1632 -0.4709
C 2.8006 -0.1262 0.3481 -0.3691
C 0.3819 -0.2236 -0.1948 0.4617
C -1.4560 -1.0259 -0.4350 0.0271
O -1.4561 -2.2885 -0.0130 -0.4480
O -3.4157 1.0226 -0.4460 -0.4505
S 1.6873 -1.3301 -0.0019 -0.2268
S -2.6388 0.0814 0.6187 0.0447
H 2.6723 1.9301 0.6924 0.4320
H -0.0145 1.8751 0.2720 0.1948
H 3.8126 -0.3154 0.8373 0.3190
H -1.8337 -0.7769 -1.4110 0.2626
H -0.5984 -2.6751 -0.3325 0.3694
H -2.7981 1.7678 -0.6540 0.3548
```

Results
Electronic energy (Ha): -1140.8434
LUMO level (eV): 0.46
HOMO-LUMO gap (Ha): 0.3427
HOMO (eV): -8.86
Energy above the lowest of the compared OMol25 structures with the same formula, charge and spin (eV): 2.018

Copy entry 9 word for word.
Molecular formula: C5H6O2
Method: DFT, ωB97M-V/def2-TZVPD

```
13
Properties=species:S:1:pos:R:3:mulliken_charge:R:1
C 0.4693 -0.2045 -1.6610 -1.3928
C 0.1886 0.1504 -0.2351 1.0381
C 0.8159 -0.3700 0.9993 -0.6533
C -0.7021 -0.4223 0.8317 -0.3666
C -1.2060 0.9861 0.9506 0.4657
O -2.0675 1.5777 1.5226 -0.5480
O -0.2961 1.4967 0.0447 -0.3947
H 1.5195 -0.0218 -1.9079 0.3029
H -0.1541 0.4055 -2.3196 0.3634
H 0.2469 -1.2588 -1.8516 0.3292
H 1.2645 0.3210 1.7085 0.2391
H 1.3059 -1.3376 0.9162 0.2701
H -1.2833 -1.3342 0.8833 0.3470
```

Results
Electronic energy (Ha): -344.5524
LUMO level (eV): 0.81
HOMO-LUMO gap (Ha): 0.4092
HOMO (eV): -10.33
Energy above the lowest of the compared OMol25 structures with the same formula, charge and spin (eV): 1.347

Please write out number 5 again, unchanged.
Molecular formula: C5H6O2
Method: DFT, ωB97M-V/def2-TZVPD

```
13
Properties=species:S:1:pos:R:3:mulliken_charge:R:1
C 0.7415 -0.9567 -1.4188 -0.4324
C -0.7857 -0.4097 -0.0414 0.0094
C -1.1854 0.8691 0.8454 -0.4636
C -0.1061 1.0753 1.5051 -0.1168
C 0.5757 -0.0945 -0.2572 0.2216
H 1.5418 -0.5109 -2.0162 0.2878
H 1.2983 -2.1155 -1.2294 0.1970
H -1.1126 -1.2737 0.3751 0.3677
H -2.0863 1.5802 0.9303 0.2841
H -0.0278 1.6070 2.5811 0.2802
H 0.7597 0.7023 -0.9520 0.1861
O -0.6205 -0.7291 -1.6098 -0.3912
O 1.1439 0.3677 1.1739 -0.4300
```

Results
Electronic energy (Ha): -344.3457
LUMO level (eV): 0.90
HOMO-LUMO gap (Ha): 0.3855
HOMO (eV): -9.59
Energy above the lowest of the compared OMol25 structures with the same formula, charge and spin (eV): 6.972

Among the records above, which one has the highest energy above the lowest of the compared OMol25 structures with the same formula, charge and spin? number 5